Record 1
# C43H67BaIN12O2

A molecular structure, C43H67BaIN12O2 (wB97M-V/def2-TZVPD, OMol25).

```
126
Properties=species:S:1:pos:R:3:lowdin_charge:R:1
Ba 0.217 0.064 0.129 1.8854
C 4.151 0.615 5.020 -0.0704
N 3.107 1.088 4.135 -0.1685
C 2.754 2.482 4.304 -0.0482
C 2.820 0.422 2.947 -0.3888
N 1.641 0.262 2.468 -0.0529
C 0.442 0.683 3.168 -0.2437
C -0.110 2.015 2.586 -0.2406
N -1.302 1.896 1.727 -0.2669
C -2.472 1.540 2.528 -0.1808
C -3.756 1.313 1.743 -0.2088
N -3.573 0.320 0.705 0.0923
C -4.558 -0.395 0.299 -0.4048
N -4.495 -0.995 -0.945 -0.1504
C -3.473 -0.545 -1.870 -0.0697
C -4.801 -2.414 -1.063 -0.0437
N -5.744 -0.604 0.998 -0.1672
C -7.016 -0.765 0.328 -0.0708
C -5.710 -1.043 2.377 -0.0697
C -1.459 3.139 0.955 -0.1837
C -2.048 2.980 -0.448 -0.2147
N -1.168 2.265 -1.360 0.0262
C -0.656 2.905 -2.362 -0.3960
N -0.491 4.290 -2.452 -0.1872
C -1.119 5.028 -3.526 -0.0654
C 0.019 5.057 -1.340 -0.0572
N -0.238 2.229 -3.470 -0.1353
C -0.518 0.812 -3.587 -0.0808
C 0.898 2.676 -4.261 -0.0323
N 3.887 -0.165 2.303 -0.1385
C 3.588 -1.062 1.195 -0.0560
C 5.044 0.684 2.030 -0.0313
H 3.798 0.668 6.054 0.0875
H 4.396 -0.418 4.786 0.0949
H 5.067 1.215 4.953 0.0785
H 3.650 3.114 4.262 0.0920
H 2.090 2.806 3.509 0.0733
H 2.266 2.650 5.268 0.0918
H -0.297 -0.121 3.035 0.0864
H 0.597 0.783 4.246 0.1174
H -0.303 2.726 3.406 0.1253
H 0.682 2.448 1.969 0.0841
H -2.240 0.618 3.067 0.1132
H -2.656 2.325 3.281 0.1281
H -4.539 1.081 2.470 0.0967
H -4.066 2.254 1.276 0.1141
H -3.367 0.536 -1.820 0.0718
H -2.492 -0.991 -1.666 0.0608
H -3.758 -0.844 -2.880 0.0942
H -5.486 -2.729 -0.281 0.0754
H -5.259 -2.618 -2.033 0.0936
H -3.889 -3.017 -0.978 0.0795
H -6.938 -0.420 -0.700 0.0935
H -7.362 -1.806 0.321 0.0802
H -7.776 -0.168 0.840 0.0879
H -4.684 -1.062 2.739 0.0733
H -6.295 -0.385 3.027 0.0890
H -6.120 -2.056 2.466 0.0909
H -1.987 3.907 1.543 0.1326
H -0.452 3.527 0.813 0.0912
H -2.968 2.398 -0.398 0.0756
H -2.316 3.974 -0.825 0.1102
H -1.360 4.353 -4.345 0.0891
H -2.044 5.520 -3.198 0.0855
H -0.443 5.801 -3.904 0.0852
H 0.675 4.430 -0.736 0.0822
H 0.622 5.880 -1.734 0.0908
H -0.761 5.494 -0.703 0.0829
H -1.519 0.598 -3.225 0.0548
H -0.452 0.521 -4.634 0.0840
H 0.204 0.207 -3.034 0.0489
H 1.074 3.737 -4.116 0.0837
H 1.800 2.129 -3.974 0.0765
H 0.699 2.491 -5.318 0.0911
H 2.801 -1.764 1.466 0.0812
H 3.283 -0.513 0.294 0.0697
H 4.489 -1.623 0.952 0.0964
H 5.219 1.379 2.847 0.0711
H 5.931 0.062 1.910 0.0931
H 4.887 1.266 1.115 0.0861
N -1.589 -2.099 0.901 -0.0072
C -1.299 -3.240 1.663 -0.2627
C -2.178 -3.560 2.701 -0.0498
C -1.977 -4.658 3.514 -0.1055
C -0.884 -5.474 3.272 -0.1047
C -0.012 -5.158 2.244 -0.0452
C -0.154 -4.033 1.419 -0.1094
C 0.862 -3.731 0.347 -0.2213
C 2.038 -4.505 0.314 -0.0697
C 3.006 -4.312 -0.655 -0.1114
C 2.822 -3.332 -1.620 -0.1169
C 1.676 -2.549 -1.567 -0.2088
C 0.660 -2.695 -0.603 -0.2447
H -1.258 -2.219 -0.066 -0.0189
H -2.533 -1.756 1.009 0.0426
H -3.042 -2.920 2.855 0.0914
H -2.674 -4.880 4.313 0.0975
H -0.709 -6.357 3.874 0.0959
H 0.814 -5.832 2.078 0.0906
H 2.236 -5.265 1.058 0.0866
H 3.901 -4.923 -0.652 0.0959
H 3.569 -3.174 -2.391 0.0974
H 1.571 -1.774 -2.328 0.0673
C -0.286 -5.404 -2.753 -0.0770
C -1.447 -4.420 -2.619 -0.2288
C -1.199 -3.188 -3.362 -0.2288
N -0.997 -2.229 -3.960 0.1847
H -0.489 -6.285 -2.146 0.0792
H 0.642 -4.947 -2.400 0.0579
H -0.156 -5.717 -3.789 0.0789
H -1.577 -4.146 -1.571 0.0881
H -2.384 -4.849 -2.982 0.1139
I 8.020 3.003 -4.445 0.8390
C 6.291 2.640 -3.325 -0.7401
C 5.975 3.478 -2.265 -0.1519
C 4.828 3.231 -1.526 -0.0242
C 3.996 2.166 -1.845 -0.1419
C 4.330 1.333 -2.907 -0.0268
C 5.480 1.563 -3.649 -0.1473
C 2.743 1.913 -1.033 -0.6727
O 2.586 2.524 0.044 -0.0378
O 1.939 1.059 -1.503 -0.2798
H 6.618 4.313 -2.019 0.0893
H 4.558 3.862 -0.689 0.1155
H 3.679 0.499 -3.137 0.1160
H 5.740 0.911 -4.472 0.0911
```

## Properties
* spin multiplicity: 1
* HOMO-LUMO gap: 0.262 Ha
* relative energy (zero: lowest compared OMol25 entry of this formula, charge and spin): 15.74 kJ/mol
* LUMO energy: 0.283 eV


Record 2
# C43H70BrCl32N5O8PS

16 unconnected molecules or ions with the total composition C43H70BrCl32N5O8PS in a non-equilibrium geometry (wB97M-V/def2-TZVPD, OMol25).

```
161
Properties=species:S:1:pos:R:3:lowdin_charge:R:1
C -3.978 -3.664 4.902 -0.0227
C -2.525 -3.121 4.436 -0.4063
O -1.480 -3.787 4.683 0.0250
N -2.501 -1.790 3.752 -0.0107
C -2.682 -2.042 2.266 -0.2012
C -2.860 -0.636 1.502 -0.1576
C -1.763 -0.417 0.310 -0.1644
C -2.309 0.549 -0.849 -0.1537
N -1.380 0.773 -1.992 0.0063
C -0.856 -0.380 -2.709 -0.1872
N -1.449 -1.341 -3.418 -0.1026
C -2.938 -1.364 -3.574 -0.1706
C -3.620 -2.368 -2.489 -0.6585
O -4.816 -2.175 -2.150 -0.0205
Br -2.674 -3.869 -1.610 0.7618
P -0.550 -2.662 -4.253 0.3403
O -1.666 -3.876 -4.760 -0.2923
O 0.555 -3.453 -3.239 -0.2294
S 0.217 -1.928 -5.876 0.3375
N 0.628 -0.355 -2.606 0.1095
C 0.900 0.697 -1.547 -0.2454
C 2.431 1.125 -1.516 -0.1600
C 3.233 -0.086 -0.777 -0.1599
C 3.314 0.218 0.800 -0.2803
N 2.904 -0.969 1.598 -0.0865
C 3.894 -1.249 2.686 -0.1962
C 3.652 -0.266 3.942 -0.1723
C 4.071 1.238 3.895 -0.0479
C 3.821 2.143 5.129 -0.0740
C 3.163 1.512 6.379 -0.0740
C 2.762 0.008 6.456 -0.0341
C 3.000 -0.926 5.216 -0.3625
O 2.638 -2.299 5.155 -0.0712
C -0.275 1.798 -1.815 -0.2799
C -0.204 2.648 -0.460 0.0090
C -1.124 3.951 -0.415 -0.3516
O -0.632 5.026 -0.863 0.0634
O -2.481 4.013 0.039 -0.0332
C -2.593 4.610 1.344 -0.3583
C -2.684 3.564 2.581 0.0275
O -2.657 5.847 1.501 0.0984
C -0.186 2.696 -3.141 -0.4596
Cl 1.365 2.990 -4.108 0.6453
C -1.326 3.362 -3.699 -0.5842
C -1.181 4.301 -5.014 -0.1316
Cl -2.993 3.222 -3.003 0.6208
H -4.458 -4.321 4.080 0.0906
H -3.864 -4.216 5.893 0.0892
H -4.658 -2.756 5.030 0.0791
H -1.556 -1.385 3.847 0.1151
H -3.684 -2.595 2.172 0.1254
H -1.869 -2.721 1.836 0.1220
H -2.705 0.220 2.266 0.1124
H -3.905 -0.588 1.046 0.0543
H -1.532 -1.480 -0.091 0.0817
H -0.813 -0.060 0.835 0.1037
H -3.246 0.023 -1.285 0.1093
H -2.710 1.506 -0.359 0.1178
H -3.387 -0.331 -3.369 0.1309
H -3.305 -1.682 -4.628 -0.0272
H -2.308 -3.453 -5.382 -0.0263
H 0.326 -3.141 -2.323 0.0639
H 0.992 0.072 -3.491 0.1201
H 0.801 0.054 -0.594 0.1447
H 2.819 1.117 -2.606 0.0850
H 2.671 2.158 -1.104 0.1123
H 2.612 -1.038 -1.006 0.0711
H 4.264 -0.231 -1.272 0.1080
H 4.368 0.595 1.082 0.0178
H 2.558 1.058 1.023 0.1102
H 2.807 -1.808 0.993 0.0771
H 3.816 -2.352 2.968 0.1224
H 4.969 -1.090 2.290 0.1257
H 4.544 1.699 2.950 -0.0184
H 4.121 3.248 5.121 0.0905
H 2.968 2.175 7.299 0.0917
H 2.258 -0.440 7.378 0.0006
H 3.218 -2.832 5.748 0.0494
H -0.442 2.041 0.493 0.1343
H 0.876 3.029 -0.296 0.1453
H -1.617 3.232 2.823 0.0997
H -3.258 3.981 3.470 0.1032
H -3.240 2.648 2.142 0.0729
H -0.649 5.278 -4.694 0.0966
H -0.595 3.798 -5.851 0.0712
H -2.230 4.618 -5.361 0.0760
C -4.786 0.272 -6.347 -0.9698
Cl -3.711 -1.131 -6.434 0.5604
Cl -3.938 1.685 -5.711 0.5458
H -5.152 0.498 -7.346 -0.0438
H -5.623 0.035 -5.691 0.0390
C 6.705 3.138 0.353 -0.9671
Cl 7.679 1.730 -0.083 0.4987
Cl 5.162 2.652 1.068 0.6360
H 7.258 3.740 1.072 0.0372
H 6.506 3.724 -0.543 -0.0386
C -6.265 -1.618 -9.599 -0.9649
Cl -4.700 -0.834 -9.349 0.5478
Cl -7.480 -0.989 -8.478 0.5187
H -6.595 -1.432 -10.620 0.0343
H -6.154 -2.689 -9.437 0.0234
C 0.251 7.229 1.866 -1.0399
Cl 1.327 5.829 1.761 0.5071
Cl 1.093 8.631 2.534 0.5233
H -0.109 7.474 0.868 -0.0034
H -0.591 6.981 2.511 0.0150
C -6.279 -4.489 -6.355 -0.9747
Cl -4.585 -4.309 -5.879 0.5545
Cl -7.245 -3.112 -5.816 0.5137
H -6.336 -4.558 -7.440 0.0265
H -6.676 -5.399 -5.906 0.0369
C 6.707 -2.605 5.427 -0.9448
Cl 5.408 -1.417 5.640 0.7301
Cl 6.084 -4.259 5.504 0.5088
H 7.174 -2.450 4.455 0.0312
H 7.444 -2.467 6.217 0.0295
C 3.398 -5.171 -2.267 -1.0475
Cl 3.466 -6.608 -1.244 0.4899
Cl 3.763 -3.707 -1.342 0.5289
H 4.127 -5.273 -3.070 0.0307
H 2.398 -5.083 -2.687 -0.0443
C -0.882 8.407 -2.303 -1.0370
Cl 0.809 8.585 -1.817 0.5154
Cl -1.857 9.768 -1.737 0.5133
H -0.934 8.361 -3.390 0.0231
H -1.277 7.486 -1.874 0.0059
C 1.960 -8.539 -4.356 -0.9874
Cl 3.648 -8.398 -3.849 0.5073
Cl 1.001 -7.158 -3.804 0.5261
H 1.921 -8.582 -5.444 0.0297
H 1.540 -9.451 -3.936 0.0326
C -0.323 -2.018 9.039 -0.9865
Cl 1.239 -1.254 9.356 0.5487
Cl -1.570 -1.402 10.131 0.5454
H -0.617 -1.808 8.012 0.0327
H -0.226 -3.093 9.183 0.0220
C -6.340 2.448 -0.584 -0.9802
Cl -5.894 1.065 0.423 0.5521
Cl -5.822 2.212 -2.258 0.4934
H -7.422 2.568 -0.562 0.0356
H -5.861 3.342 -0.189 0.0290
C 6.107 3.108 -4.006 -1.0294
Cl 6.210 1.672 -2.983 0.5153
Cl 6.446 4.580 -3.086 0.5472
H 6.831 3.021 -4.814 -0.0120
H 5.102 3.171 -4.417 -0.0452
C 3.397 -4.850 9.562 -1.0123
Cl 3.997 -3.555 8.521 0.4989
Cl 2.064 -5.721 8.794 0.5066
H 4.208 -5.549 9.762 0.0302
H 3.044 -4.417 10.497 0.0278
C 5.289 2.083 -7.899 -0.9894
Cl 6.858 2.855 -7.643 0.5409
Cl 4.082 2.690 -6.757 0.5248
H 4.953 2.293 -8.913 0.0310
H 5.397 1.008 -7.761 0.0327
C -5.007 -0.878 10.402 -1.0733
Cl -6.113 -1.575 9.211 0.4924
Cl -5.848 0.254 11.468 0.5071
H -4.583 -1.681 11.002 0.0151
H -4.213 -0.349 9.879 -0.0127
```

## Properties
* spin multiplicity: 1
* total charge: +1
* HOMO-LUMO gap: 0.216 Ha
* relative energy (zero: lowest compared OMol25 entry of this formula, charge and spin): 1032.90 kJ/mol
* LUMO energy: -3.488 eV


Record 3
# C43H73BBeBrCa2F5N3O13P2

A molecular structure, C43H73BBeBrCa2F5N3O13P2 in a non-equilibrium geometry (wB97M-V/def2-TZVPD, OMol25).

```
144
Properties=species:S:1:pos:R:3:lowdin_charge:R:1
C -1.751 -0.438 -2.031 -0.1102
C -1.228 0.331 -0.808 -0.2361
C 0.302 0.060 -0.725 -0.1604
C 0.891 1.129 0.190 -0.1332
C 2.380 1.411 0.118 -0.0860
C 3.257 1.108 1.137 -0.1837
C 2.805 0.350 2.357 -0.0885
C 3.777 -0.899 2.410 -0.2109
C 3.135 -2.222 2.765 -0.4803
C 3.961 -3.403 2.159 -0.1022
C 5.386 -3.365 2.676 -0.2703
O 6.381 -3.259 1.719 -0.0859
C 6.994 -1.970 1.655 -0.2203
C 7.854 -1.624 2.885 -0.0492
C 4.589 1.421 1.071 -0.0766
C 5.159 2.008 -0.028 -0.3487
P 6.993 2.290 -0.040 0.9202
P 7.467 4.246 0.744 0.2185
O 8.164 4.088 2.016 -0.3405
O 6.205 5.232 0.836 -0.1619
O 8.446 4.944 -0.318 -0.1721
C 4.267 2.306 -1.070 -0.0765
C 2.927 2.023 -0.997 -0.0343
C 2.071 2.396 -2.190 -0.2433
O 0.891 2.662 -2.116 0.0925
C 2.789 2.370 -3.508 -0.1147
N 1.961 2.038 -4.646 0.1862
C 1.298 2.966 -5.101 -0.2695
O 0.632 3.781 -5.646 0.1678
C 4.083 2.634 -3.612 -0.0357
C 5.077 2.660 -4.735 -0.2428
C 4.738 2.097 -6.102 -0.0573
C 6.357 1.988 -4.079 -0.1756
C 7.301 1.286 -5.044 -0.2321
C 6.957 -0.208 -5.307 -0.1031
C 4.733 3.009 -2.308 -0.3101
O 5.567 3.876 -2.223 0.1224
H -1.226 -1.392 -2.076 0.1048
H -2.856 -0.600 -1.987 -0.0702
H -1.574 0.123 -2.944 0.1061
H -1.439 1.396 -0.886 0.1029
H -1.751 -0.015 0.099 0.0939
H 0.670 0.084 -1.750 0.1152
H 0.452 -0.946 -0.330 0.1253
H 0.408 2.077 -0.032 0.1102
H 0.557 0.842 1.182 0.1089
H 1.765 0.076 2.272 0.0670
H 3.004 0.916 3.265 0.1335
H 4.559 -0.638 3.142 0.0584
H 4.163 -1.039 1.405 0.1231
H 3.127 -2.331 3.936 -0.0549
H 2.128 -2.318 2.339 -0.0139
H 3.935 -3.299 1.077 0.1429
H 3.520 -4.367 2.402 0.1206
H 5.557 -4.311 3.191 0.1467
H 5.427 -2.555 3.487 -0.0331
H 6.293 -1.152 1.487 0.0895
H 7.643 -1.983 0.785 0.1302
H 8.077 -2.519 3.465 0.0867
H 7.313 -0.911 3.518 0.0534
H 8.782 -1.148 2.589 0.0899
H 5.244 1.168 1.896 0.1091
H 7.397 2.359 -1.425 -0.0718
H 6.067 5.654 -0.022 0.0693
H 8.895 4.250 -0.853 0.0460
H 5.375 3.702 -4.882 0.1594
H 4.600 1.018 -6.138 0.0791
H 3.821 2.522 -6.516 0.0657
H 5.505 2.357 -6.826 0.0831
H 6.916 2.752 -3.555 0.0608
H 6.038 1.235 -3.346 0.1166
H 8.268 1.267 -4.542 0.0956
H 7.480 1.827 -5.970 0.1033
H 6.710 -0.411 -6.346 0.0604
H 6.074 -0.455 -4.710 0.0566
H 7.742 -0.863 -4.942 0.0632
C -7.311 4.711 -3.923 -0.0842
C -5.804 4.529 -3.713 -0.2084
C -5.347 3.233 -3.058 -0.1277
N -5.604 3.055 -1.567 -0.2495
C -4.846 1.806 -1.171 -0.1539
C -5.137 1.345 0.255 -0.1822
C -6.626 1.135 0.475 -0.1851
C -7.378 2.393 0.110 -0.1502
C -7.084 2.861 -1.300 -0.0860
C -5.062 4.231 -0.818 0.0498
H -7.807 5.100 -3.035 0.0662
H -7.486 5.440 -4.712 0.0867
H -7.794 3.779 -4.220 0.0851
H -5.389 5.400 -3.205 0.1115
H -5.344 4.528 -4.704 0.1274
H -4.264 3.161 -3.173 0.1341
H -5.795 2.372 -3.556 0.1344
H -5.147 1.023 -1.891 0.1089
H -3.784 2.021 -1.306 0.1243
H -4.609 0.393 0.458 0.0440
H -4.736 2.058 0.971 0.1392
H -6.829 0.866 1.514 0.1291
H -6.986 0.294 -0.144 0.1227
H -7.145 3.182 0.830 0.1392
H -8.441 2.198 0.207 0.1152
H -7.577 3.813 -1.468 0.1205
H -7.441 2.133 -2.030 0.1475
H -5.659 5.103 -1.063 0.1171
H -4.025 4.378 -1.112 0.1256
H -5.126 4.044 0.249 0.1080
Br 1.049 -2.261 4.000 0.6975
F 8.704 2.930 -2.562 -0.6262
Be 4.913 -1.965 4.836 0.8101
C -2.198 -8.613 3.220 -0.1113
C -1.921 -7.934 4.558 -0.2652
C -1.915 -6.408 4.474 -0.2159
C -0.838 -5.813 3.569 -0.2329
C 0.597 -6.197 3.927 -0.2685
C 1.021 -5.717 5.311 -0.1234
H -1.422 -8.389 2.485 0.0629
H -2.231 -9.697 3.342 0.0702
H -3.159 -8.292 2.814 0.0743
H -0.972 -8.299 4.964 0.0985
H -2.693 -8.237 5.269 0.1064
H -1.810 -6.000 5.483 0.1057
H -2.890 -6.068 4.116 0.1135
H -0.932 -4.724 3.596 0.0691
H -1.031 -6.103 2.533 0.1033
H 1.269 -5.754 3.181 0.0858
H 0.735 -7.280 3.856 0.1015
H 0.926 -4.632 5.383 -0.0020
H 2.065 -5.980 5.502 0.0686
H 0.420 -6.169 6.099 0.0722
B -2.990 -2.618 2.356 -1.2783
F -2.915 -1.347 1.707 0.0360
F -2.655 -2.433 3.698 0.1198
F -4.259 -3.144 2.211 0.1299
F -2.049 -3.468 1.708 0.0708
C -9.440 1.407 2.346 -0.9229
O -8.739 1.870 3.252 -0.0387
O -9.015 0.637 1.412 -0.1509
O -10.735 1.764 2.193 -0.4257
Ca -12.633 2.696 1.861 1.6363
N -15.987 0.301 0.189 -0.6462
O -15.029 0.997 0.675 -0.2034
O -16.807 0.849 -0.549 -0.0357
O -16.059 -0.892 0.469 -0.0208
Ca -4.274 -1.298 -0.944 1.6968
```

## Properties
* spin multiplicity: 1
* total charge: +1
* HOMO-LUMO gap: 0.069 Ha
* LUMO energy: -7.065 eV


Q: What is the LUMO energy in the first record?
A: 0.283 eV


Q: Number 1 is which compound?
A: C43H67BaIN12O2